# 1
This record from the Open Molecules 2025 dataset describes C16H22N2O3 in the gas phase. The level of theory is ωB97M-V with the def2-TZVPD basis set.

XYZ file:
```
43
C16H22N2O3, DFT ωB97M-V with the def2-TZVPD basis set
C -2.67541 -3.08661 -1.48249
C -1.86002 -2.74551 -0.24185
C -1.44446 -1.26936 -0.22845
O -2.62323 -0.51439 -0.05396
C -2.53735 0.84127 -0.01385
C -1.38699 1.58108 -0.26460
C -1.43017 2.96481 -0.22219
C -2.60819 3.62729 0.06405
C -3.75726 2.89221 0.31217
C -3.72573 1.51466 0.27301
C -0.49391 -1.02397 0.95568
O -0.92562 -0.61073 2.01242
N 0.81428 -1.33810 0.78914
C 1.49547 -1.67586 -0.43947
C 2.30895 -0.47526 -0.93554
C 3.29404 -0.02858 0.15141
C 4.09855 1.18192 -0.31712
N 3.38289 2.31563 -0.49316
O 5.28484 1.12666 -0.54471
C 2.55226 0.23004 1.46718
C 1.74124 -1.00598 1.85642
H -3.54914 -2.44353 -1.53863
H -2.08292 -2.94739 -2.38500
H -3.00531 -4.12141 -1.44274
H -0.96663 -3.37084 -0.18980
H -2.45610 -2.92317 0.65394
H -0.97927 -0.99512 -1.18686
H -0.45132 1.08971 -0.48577
H -0.52920 3.52982 -0.41856
H -2.63165 4.70584 0.09685
H -4.68347 3.39853 0.54005
H -4.60946 0.92800 0.46735
H 2.17528 -2.50924 -0.22701
H 0.79237 -2.00514 -1.20189
H 1.62905 0.34245 -1.18582
H 2.85343 -0.74883 -1.84032
H 4.02015 -0.83269 0.31167
H 2.41342 2.39069 -0.24473
H 3.87057 3.14936 -0.77568
H 1.86183 1.07050 1.36823
H 3.26551 0.46727 2.25720
H 2.40284 -1.86068 2.02672
H 1.15584 -0.81532 2.75675
```

Properties
- SMILES string = CC[C@@H](Oc1ccccc1)C(=O)N1CCC(C(N)=O)CC1
- highest occupied orbital energy (eV) = -8.567
- energy relative to the best compared isomer or geometry (same formula, charge and spin) (eV) = 0.827
- lowest unoccupied orbital energy (hartree) = 0.021

=====

# 2
This record from the Open Molecules 2025 dataset describes 2 unconnected molecules or ions with the total composition C16H22N2O6 at a distorted geometry. The level of theory is ωB97M-V with the def2-TZVPD basis set.

XYZ file:
```
46
C16H22N2O6, DFT ωB97M-V with the def2-TZVPD basis set
C -7.29378 -0.60859 1.74925
O -6.14924 -0.53906 0.72776
C -5.26599 -1.53946 0.76018
C -4.27197 -1.48267 -0.28082
C -3.42562 -0.41609 -0.10291
N -2.38052 -0.29273 -0.82178
H -2.77906 -0.29199 -1.65751
C -1.45891 0.94459 -0.80869
H -1.44717 1.19206 0.28784
C -1.88822 2.12579 -1.45889
O -2.89918 2.30861 -2.20965
O -1.37449 3.39042 -1.30559
H -0.46877 2.95832 -0.72120
C 0.00072 0.61609 -1.12358
C 1.05687 1.25647 -0.54193
O 0.80998 2.34784 0.19807
N 2.26668 0.42742 -0.30093
C 3.40709 0.89931 0.30000
C 3.73498 2.28793 0.78940
C 4.82133 2.55421 1.52723
C 5.86829 1.61395 1.25777
C 5.62960 0.49557 0.88095
C 4.51824 0.15889 0.20984
C 4.32666 -1.21928 -0.32854
O 3.37459 -1.51513 -1.28157
O 5.59105 -1.97299 -0.46885
C 5.45607 -3.45973 -1.07476
H 4.71319 -3.72537 -0.62978
H 5.12971 -3.21209 -2.02263
H 6.46132 -3.76055 -0.86777
H 6.57702 -0.18894 0.61982
H 6.83570 1.85200 1.65819
H 5.00328 3.50366 1.91558
H 2.78598 2.74648 0.88195
H 2.23270 -0.40322 -0.78461
H 0.12799 -0.34592 -0.98479
H 0.11483 0.74478 -2.40054
H -3.04392 -0.30868 1.32862
H -4.08725 0.71283 0.02120
H -3.82213 -2.21846 -0.18332
H -4.71183 -1.39677 -1.07175
H -6.12001 -2.48899 0.82883
H -5.08265 -1.75070 1.82507
H -8.00244 0.14191 1.55716
H -8.06749 -1.44012 1.42743
H -6.80323 -0.70164 2.68026
```

Properties
- highest occupied orbital energy (eV) = -8.424
- energy relative to the best compared isomer or geometry (same formula, charge and spin) (eV) = 17.465
- lowest unoccupied orbital energy (hartree) = -0.036

=====

# 3
This record from the Open Molecules 2025 dataset describes C16H22N2S in the gas phase. The level of theory is ωB97M-V with the def2-TZVPD basis set.

XYZ file:
```
41
C16H22N2S, DFT ωB97M-V with the def2-TZVPD basis set
S -2.50581 0.12372 -2.18481
C -1.72236 -0.54199 -0.88820
N -0.88085 -1.61478 -1.06550
C 0.51246 -1.51881 -0.63490
C 1.09560 -2.91278 -0.41454
C 2.53637 -2.80146 0.07727
C 3.38661 -2.02063 -0.92072
C 2.79467 -0.63508 -1.16298
C 1.35633 -0.74987 -1.65648
N -1.95551 -0.11307 0.37232
C -1.63085 -0.85690 1.56593
C -0.61543 -0.11870 2.47277
C -0.01836 1.09213 1.80930
C 1.29321 1.47898 2.03943
C 1.80190 2.61780 1.43892
C 1.00308 3.37507 0.59937
C -0.30229 2.98696 0.35053
C -0.81909 1.85495 0.95843
C -2.17804 1.29596 0.63261
H -0.94863 -1.96516 -2.01552
H 0.54507 -0.96132 0.30323
H 0.48894 -3.45873 0.31117
H 1.06847 -3.46700 -1.35509
H 2.95425 -3.79932 0.22319
H 2.55024 -2.28842 1.04204
H 3.42676 -2.56677 -1.86577
H 4.40723 -1.92812 -0.54463
H 2.81031 -0.05982 -0.23380
H 3.39432 -0.09637 -1.89871
H 0.92740 0.24415 -1.80505
H 1.33453 -1.27377 -2.61551
H -1.27062 -1.84397 1.28098
H -2.57014 -0.99406 2.11857
H -1.12887 0.21842 3.37813
H 0.17634 -0.79990 2.78957
H 1.91875 0.88584 2.69232
H 2.82491 2.91076 1.62301
H 1.40115 4.26053 0.12719
H -0.92353 3.55956 -0.32211
H -2.60573 1.76558 -0.25316
H -2.87706 1.39835 1.46908
```

Properties
- SMILES string = S=C(NC1CCCCC1)N1CCc2ccccc2C1
- highest occupied orbital energy (eV) = -7.868
- energy relative to the best compared isomer or geometry (same formula, charge and spin) (eV) = 0.000
- lowest unoccupied orbital energy (hartree) = 0.028

=====

# 4
This record from the Open Molecules 2025 dataset describes a molecular structure, C16H23As2CsNO3 at a distorted geometry. The level of theory is ωB97M-V with the def2-TZVPD basis set.

XYZ file:
```
46
C16H23As2CsNO3, DFT ωB97M-V with the def2-TZVPD basis set
Cs -0.25659 0.08625 -0.18762
O -1.24218 2.40884 -2.52135
C -1.75295 2.25810 -3.61055
O -0.03400 -0.12844 -3.27091
C -0.32521 0.35297 -4.32296
O 0.12493 -0.13420 -5.52197
N -1.18417 1.43562 -4.59719
C -0.26208 0.74476 -6.58556
C -1.43936 1.53131 -6.02807
H -0.51762 0.14444 -7.45297
H 0.58001 1.39351 -6.82806
H -2.39309 1.07025 -6.29292
H -1.43654 2.56143 -6.37179
C -3.02288 2.91849 -4.00871
C -3.55241 3.87457 -3.25430
H -3.52944 2.59561 -4.90882
H -3.05614 4.19752 -2.34934
H -4.48765 4.34890 -3.51623
C 1.59384 -2.13530 -0.07221
As 2.01573 -2.52914 1.79410
C 3.89930 -1.97565 1.60211
C 0.56461 -2.41137 3.11167
C 0.09900 -3.64973 3.58200
C -0.94166 -3.72179 4.50657
C -1.54297 -2.55446 4.96588
C -1.09208 -1.31436 4.51426
C -0.02073 -1.21837 3.60459
As 0.53495 0.56796 2.99850
C 1.02590 0.86482 4.90058
C 1.26978 2.20776 2.18740
H 2.20814 -2.79293 -0.71755
H 1.92483 -1.10367 -0.29430
H 0.53120 -2.37927 -0.27198
H 3.98731 -0.87416 1.66781
H 4.50323 -2.45424 2.40080
H 4.28954 -2.32332 0.62102
H 0.54593 -4.56961 3.22536
H -1.28926 -4.68498 4.85785
H -2.36248 -2.60929 5.67065
H -1.58834 -0.42245 4.87274
H 1.99907 0.37320 5.10071
H 1.14663 1.95671 5.05461
H 0.28236 0.52202 5.64202
H 2.35313 2.28647 2.40305
H 0.73891 3.08630 2.61045
H 1.11146 2.19894 1.09058
```

Properties
- highest occupied orbital energy (spin up / spin down) (eV) = -9.359 / -9.427
- energy relative to the best compared isomer or geometry (same formula, charge and spin) (eV) = 3.155
- lowest unoccupied orbital energy (spin up / spin down) (hartree) = -0.129 / -0.129
- net charge = +1

=====

# 5
This record from the Open Molecules 2025 dataset describes a molecular structure, C16H23As2NNiO3 at a distorted geometry. The level of theory is ωB97M-V with the def2-TZVPD basis set.

XYZ file:
```
46
C16H23As2NNiO3, DFT ωB97M-V with the def2-TZVPD basis set
Ni -0.71176 0.29171 1.28671
O -1.11673 -0.50690 -2.62506
C -0.63685 -0.69702 -3.73566
O 1.14055 0.95613 -2.13762
C 1.18876 0.93840 -3.35148
O 1.99784 1.72545 -4.10991
N 0.44814 0.08899 -4.21459
C 1.73076 1.48314 -5.52523
C 0.82122 0.28910 -5.61616
H 2.69077 1.31485 -6.02357
H 1.23841 2.37198 -5.93940
H 1.36316 -0.57980 -6.01688
H -0.05092 0.48461 -6.25500
C -1.06601 -1.71220 -4.71947
C -2.19681 -2.40426 -4.51265
H -0.42814 -1.85815 -5.59863
H -2.82232 -2.20297 -3.64636
H -2.50561 -3.16337 -5.22264
C -0.39691 2.21160 0.55549
As 1.27328 1.28472 1.37237
C 1.20913 2.77534 2.68764
C 1.31810 -0.13530 2.93036
C 2.42597 0.01307 3.77911
C 2.68812 -0.94280 4.77760
C 1.78501 -1.98066 5.02420
C 0.60927 -2.05527 4.26308
C 0.40964 -1.16914 3.18997
As -1.32743 -1.67866 2.15812
C -2.41338 -1.01752 3.66510
C -2.53040 -0.56303 0.82490
H 0.12656 2.79251 -0.21553
H -0.88291 2.88387 1.27229
H -1.10848 1.54057 0.02573
H 0.22313 2.80493 3.17085
H 2.00891 2.63793 3.42000
H 1.36204 3.68095 2.08796
H 3.12157 0.85195 3.66346
H 3.60398 -0.86957 5.35061
H 1.99393 -2.72154 5.79747
H -0.12236 -2.83361 4.49007
H -1.98641 -0.11012 4.10341
H -3.40738 -0.84512 3.25718
H -2.41276 -1.82841 4.38974
H -2.34380 -0.69651 -0.23773
H -2.96283 0.41916 1.07668
H -3.34804 -1.26902 1.08344
```

Properties
- multiplicity = 3
- highest occupied orbital energy (spin up / spin down) (eV) = -14.970 / -14.969
- ⟨S²⟩ = 2.02
- lowest unoccupied orbital energy (spin up / spin down) (hartree) = -0.294 / -0.393
- net charge = +2